# 1
A structure of composition C18H40AsBrIMgN4Si2, computed with ωB97M-V with the def2-TZVPD basis set.

Values from the calculation:
ΔE to the lowest compared entry with this formula, charge and spin = 7.4 kcal/mol
lowest unoccupied orbital energy = -2.52 eV
highest occupied orbital energy = -10.01 eV
electronic energy = -185457.0306 eV
frontier orbital gap = 7.488 eV

The geometry in ORCA input format:
```
! wB97M-V def2-TZVPD RIJCOSX def2/J DEFGRID3
* xyz 1 1
Mg -0.959 0.135 0.983
N -2.480 1.107 -0.362
C -2.474 2.428 0.245
C -3.071 2.311 1.644
N -2.366 1.303 2.441
C -3.265 0.372 3.124
C -2.848 -1.092 2.945
N -2.531 -1.340 1.548
C -1.432 1.966 3.346
C -0.460 0.998 4.012
N 0.234 0.225 2.987
H -2.073 1.151 -1.295
H -3.446 0.808 -0.480
H -3.063 3.164 -0.323
H -1.442 2.783 0.301
H -4.123 2.027 1.537
H -3.051 3.292 2.135
H -4.270 0.474 2.705
H -3.339 0.598 4.196
H -3.668 -1.726 3.311
H -1.959 -1.322 3.535
H -3.362 -1.233 0.971
H -2.223 -2.300 1.428
H -1.962 2.532 4.130
H -0.845 2.668 2.747
H -1.004 0.322 4.673
H 0.232 1.579 4.639
H 0.610 -0.632 3.384
H 1.039 0.749 2.649
Br -1.831 -1.139 -5.218
C -0.810 -2.525 -4.431
C 0.240 -3.091 -5.139
C 1.031 -4.060 -4.547
C 0.767 -4.477 -3.252
C -0.306 -3.947 -2.556
C -1.092 -2.976 -3.151
I -2.742 -2.214 -2.085
H 0.433 -2.767 -6.150
H 1.848 -4.493 -5.106
H 1.387 -5.222 -2.781
H -0.544 -4.294 -1.561
C 3.578 0.599 1.208
Si 2.735 -0.843 0.250
C 2.541 -2.321 1.462
C 3.955 -1.436 -1.105
As 0.674 -0.431 -0.815
Si 1.117 1.776 -1.490
C 1.211 3.148 -0.130
C -0.247 2.304 -2.741
C 2.771 1.843 -2.435
H 4.567 0.312 1.549
H 3.022 0.927 2.084
H 3.698 1.463 0.564
H 3.508 -2.714 1.758
H 2.000 -3.123 0.967
H 2.000 -2.068 2.369
H 4.942 -1.666 -0.714
H 4.071 -0.684 -1.879
H 3.566 -2.331 -1.587
H 0.832 2.816 0.838
H 0.662 4.041 -0.416
H 2.240 3.458 0.022
H -1.099 2.800 -2.281
H -0.614 1.440 -3.297
H 0.156 3.001 -3.469
H 3.613 1.696 -1.768
H 2.919 2.792 -2.938
H 2.808 1.060 -3.185
*
```



# 2
A cluster of 3 separate species, C2H9NO4 in total, computed with ωB97M-V with the def2-TZVPD basis set.

Values from the calculation:
ΔE to the lowest compared entry with this formula, charge and spin = 11.9 kcal/mol
lowest unoccupied orbital energy = 0.54 eV
highest occupied orbital energy = -9.25 eV
electronic energy = -11900.3145 eV
SMILES string = NCC(=O)O.O.O
frontier orbital gap = 9.785 eV

The geometry in ORCA input format:
```
! wB97M-V def2-TZVPD RIJCOSX def2/J DEFGRID3
* xyz 0 1
N -2.115 1.507 0.986
C -1.111 1.719 0.003
C 0.103 0.852 0.232
O 0.801 0.936 1.208
O 0.412 0.021 -0.785
H -1.869 1.388 1.960
H -2.984 2.005 0.848
H -0.656 2.710 -0.109
H -1.529 1.520 -0.977
H 1.357 -0.231 -0.620
O -0.307 -2.815 -0.078
H -0.282 -1.890 0.201
H 0.100 -3.237 0.694
O 2.792 -1.290 -0.861
H 2.200 -2.061 -0.933
H 3.089 -1.135 -1.769
*
```



# 3
A cluster of 12 separate species, C6H34O11 in total, computed with ωB97M-V with the def2-TZVPD basis set.

Values from the calculation:
ΔE to the lowest compared entry with this formula, charge and spin = 128.0 kcal/mol
lowest unoccupied orbital energy = -0.32 eV
highest occupied orbital energy = -9.65 eV
electronic energy = -29292.8332 eV
SMILES string = C=CCCCC.O.O.O.O.O.O.O.O.O.O.O
frontier orbital gap = 9.324 eV

The geometry in ORCA input format:
```
! wB97M-V def2-TZVPD RIJCOSX def2/J DEFGRID3
* xyz 0 1
C 0.640 3.701 -2.536
C 1.412 2.714 -2.108
C 1.675 1.376 -2.829
C 0.421 0.537 -2.884
C 0.305 -0.926 -2.943
C 1.628 -1.619 -2.947
H 0.096 3.813 -3.476
H 0.514 4.688 -1.883
H 2.088 2.921 -1.308
H 1.989 1.580 -3.963
H 2.514 0.839 -2.424
H -0.332 0.967 -2.033
H -0.200 0.866 -3.692
H -0.216 -1.080 -4.024
H -0.476 -1.343 -2.217
H 1.604 -2.647 -2.728
H 2.238 -1.179 -2.134
H 2.172 -1.440 -3.919
O -0.457 3.426 1.287
H 0.513 3.653 0.992
H -0.311 3.409 2.287
O 1.212 -3.709 2.568
H 0.464 -3.202 2.549
H 1.306 -4.275 1.755
O 1.237 0.784 3.038
H 0.636 0.816 2.347
H 1.248 -0.108 3.357
O -3.853 -0.130 -1.540
H -4.213 0.604 -2.215
H -3.166 0.423 -1.170
O 0.865 -0.430 0.104
H 0.107 0.072 0.382
H 1.618 0.148 -0.069
O -1.050 -2.149 -0.407
H -2.037 -2.011 -0.245
H -0.775 -1.484 0.259
O -2.468 0.593 4.119
H -2.425 -0.382 4.077
H -1.582 0.973 4.140
O 2.535 -1.939 3.756
H 1.873 -2.587 3.654
H 2.835 -1.881 2.796
O -2.101 2.436 -0.796
H -1.223 2.559 -0.476
H -2.677 2.552 -0.052
O -1.639 0.515 1.602
H -2.533 0.443 2.154
H -1.438 1.395 1.215
O 0.939 -4.002 -0.579
H 1.297 -3.103 -0.406
H 0.246 -3.846 -1.263
*
```



Q: What is the formula in the first record?
A: C18H40AsBrIMgN4Si2